Version i
The following is a quantum chemistry calculation of an isolated molecule of C5H6O2, from OMol25.

Values from the calculation:
Multiplicity ... 3
Charge ... 0
HOMO level (spin up / spin down) ... -6.474 / -10.664 eV
Gap between HOMO and LUMO (spin up / spin down) ... 0.2621 / 0.3317 Ha

Each line ends with the Mulliken charge.
Element x y z (Å)
O1 2.7924 -1.5452 0.5325  -0.561
O2 3.9636 0.9491 -0.5049  -0.353
C1 0.7898 -0.2357 -0.0283  0.121
C2 2.0774 -0.5650 0.1565  0.851
C3 2.9871 0.4258 -0.2045  0.347
C4 -0.3192 -1.2507 -0.1403  -1.197
C5 0.2950 1.1733 -0.0001  -1.133
H1 -1.0529 -0.8721 0.5743  0.317
H2 -0.1310 1.3741 0.9836  0.313
H3 -0.3964 1.2222 -0.8760  0.306
H4 1.2149 1.8242 -0.1814  0.322
H5 -0.8816 -1.2359 -1.0587  0.345
H6 0.2857 -2.1875 -0.0827  0.322

Version ii
The following is a quantum chemistry calculation of an isolated molecule of C5H6O2, from OMol25.

Values from the calculation:
Multiplicity ... 3
Charge ... 0
HOMO level (spin up / spin down) ... -6.656 / -9.266 eV
Gap between HOMO and LUMO (spin up / spin down) ... 0.2627 / 0.2918 Ha

Each line ends with the Mulliken charge.
Element x y z (Å)
O1 -2.1285 -1.7774 0.0446  -0.522
O2 -3.1300 1.0107 -0.0172  -0.560
C1 -0.8193 1.6528 -0.2356  -0.760
C2 0.0904 -0.7072 0.1097  -0.532
C3 0.4586 0.8220 0.1153  -0.288
C4 -1.3936 -0.7593 -0.0759  0.150
C5 -1.9180 0.7778 -0.0838  0.670
H1 -1.8093 -2.6906 0.4141  0.378
H2 0.4817 -1.3045 -0.8918  0.192
H3 0.7195 -1.0881 0.9222  0.314
H4 1.3322 1.0940 -0.6121  0.273
H5 -1.0285 2.6230 0.0959  0.404
H6 0.8296 1.0667 1.1413  0.278

Relative energies, in kJ/mol, with the most stable structure set to zero: version i 9.4; version ii 0.0.

Version i
The following is a quantum chemistry calculation of an isolated molecule of CH3BrO2, from OMol25.

Values from the calculation:
Charge ... 0
HOMO level (spin up / spin down) ... -8.416 / -9.826 eV
Gap between HOMO and LUMO (spin up / spin down) ... 0.2777 / 0.3547 Ha

Each line ends with the Mulliken charge.
Element x y z (Å)
Br1 0.3745 0.8589 0.5016  0.103
O1 -2.3275 -0.3266 -0.1238  -0.245
O2 -1.7612 0.2592 0.9503  -0.254
C1 1.9012 -0.1106 -0.1276  -0.563
H1 -2.8914 0.2945 -0.6595  0.347
H2 2.7033 -0.4040 0.6188  0.295
H3 2.0012 -0.5714 -1.1598  0.318

Version ii
The following is a quantum chemistry calculation of a cluster of 2 separate species, CH3BrO2 in total, from OMol25.

Values from the calculation:
Charge ... 0
HOMO level ... -9.770 eV
Gap between HOMO and LUMO ... 0.3675 Ha

Each line ends with the Mulliken charge.
Element x y z (Å)
Br1 -2.6750 0.1697 -0.0535  0.029
O1 -1.3143 -0.1157 -1.1510  -0.464
O2 1.0811 0.5679 -0.4546  -0.461
C1 1.1865 -0.1339 0.5070  -0.104
H1 0.4667 -0.8801 0.5989  0.271
H2 1.8990 -0.0315 1.2680  0.279
H3 -0.6440 0.4236 -0.7149  0.450

Relative energies, in kJ/mol, with the most stable structure set to zero: version i 413.1; version ii 0.0.

Version i
The following is a quantum chemistry calculation of a cluster of 5 separate species, CH12N2O4 in total, from OMol25.

Values from the calculation:
Charge ... 0
HOMO level ... -9.389 eV
Gap between HOMO and LUMO ... 0.3690 Ha

Each line ends with the Mulliken charge.
Element x y z (Å)
O1 3.0322 -0.4915 -0.1222  -0.656
O2 0.5583 -1.6494 0.8303  -0.630
O3 -1.2796 -0.6140 -2.1362  -0.721
O4 -2.3171 -0.6871 0.4889  -0.789
N1 0.6747 1.2151 -0.6443  -0.361
N2 -0.8807 1.5581 1.0534  -0.653
C1 0.2952 1.6994 0.5465  -0.042
H1 -3.2713 -0.5977 0.4814  0.302
H2 2.2203 -0.9506 0.1811  0.379
H3 3.6136 -0.5178 0.6301  0.310
H4 -0.9435 2.0655 1.9119  0.149
H5 -1.7109 -0.7076 -1.2573  0.384
H6 0.4070 -2.4508 1.3358  0.280
H7 1.0485 2.2557 1.1041  0.349
H8 -0.9784 -1.4957 -2.3419  0.322
H9 -0.2847 -1.2242 0.7991  0.375
H10 1.6425 0.9665 -0.7351  0.278
H11 0.0011 0.6892 -1.1993  0.261
H12 -1.9498 0.2131 0.7303  0.463

Version ii
The following is a quantum chemistry calculation of a cluster of 5 separate species, CH12N2O4 in total, from OMol25.

Values from the calculation:
Charge ... 0
HOMO level ... -9.443 eV
Gap between HOMO and LUMO ... 0.3688 Ha

Each line ends with the Mulliken charge.
Element x y z (Å)
O1 0.5722 1.4563 -2.2226  -0.778
O2 -2.1965 1.3906 -1.8339  -0.660
O3 0.6954 -1.2029 4.7290  -0.644
O4 1.3092 1.5967 1.7230  -0.633
N1 -1.3541 -1.2363 -0.8456  -0.323
N2 0.9378 -1.2005 -0.9613  -0.637
C1 -0.1748 -1.8408 -1.0612  0.102
H1 -1.3571 -0.2625 -0.5736  0.237
H2 -1.2643 1.6034 -2.0156  0.412
H3 -2.6645 1.9519 -2.4609  0.313
H4 1.6509 -1.7754 -1.3718  0.185
H5 1.2497 -0.6588 4.1559  0.325
H6 0.8573 0.5355 -2.0372  0.345
H7 1.9449 2.3023 1.5432  0.317
H8 1.1583 1.9477 -1.6337  0.297
H9 -0.2785 -2.9114 -1.2693  0.323
H10 1.3786 1.0973 0.9013  0.302
H11 -2.2525 -1.5367 -1.1625  0.201
H12 0.6092 -0.6606 5.5210  0.315

Relative energies, in kJ/mol, with the most stable structure set to zero: version i 0.0; version ii 77.9.

Version i
The following is a quantum chemistry calculation of a cluster of 2 separate species, C3H9NO2 in total, from OMol25.

Values from the calculation:
Multiplicity ... 2
Charge ... +1
HOMO level (spin up / spin down) ... -14.098 / -14.098 eV
Gap between HOMO and LUMO (spin up / spin down) ... 0.3462 / 0.1761 Ha

Each line ends with the Mulliken charge.
Element x y z (Å)
O1 1.9756 1.7511 3.5130  -0.641
O2 -0.4330 -0.9756 -2.6250  -0.137
N1 0.5636 -1.4516 -0.6491  -0.340
C1 -1.2851 0.1966 -0.8058  -0.274
C2 -0.3528 -0.7896 -1.4171  0.546
C3 -1.0158 0.6398 0.6465  -1.118
H1 1.3065 -2.0531 -0.9945  0.290
H2 2.1075 2.0021 4.4272  0.325
H3 2.5068 2.2385 2.8854  0.320
H4 -1.0772 1.7113 0.7795  0.322
H5 -1.6389 0.1293 1.3810  0.331
H6 0.0201 0.3389 0.8698  0.352
H7 -2.3128 -0.1595 -0.9302  0.376
H8 -1.2954 1.1093 -1.4350  0.354
H9 0.1798 -1.8290 0.2139  0.294

Version ii
The following is a quantum chemistry calculation of a cluster of 2 separate species, C3H9NO2 in total, from OMol25.

Values from the calculation:
Multiplicity ... 2
Charge ... +1
HOMO level (spin up / spin down) ... -13.208 / -13.197 eV
Gap between HOMO and LUMO (spin up / spin down) ... 0.3293 / 0.1382 Ha

Each line ends with the Mulliken charge.
Element x y z (Å)
O1 -2.1163 1.8660 2.3965  -0.458
O2 -1.1088 0.2911 3.5736  -0.473
N1 0.6912 -1.4807 -1.4412  -0.095
C1 -1.1418 0.9461 2.5726  0.600
C2 1.0747 -0.8596 -2.6705  -0.583
C3 -0.0733 0.8487 1.5212  -0.700
H1 0.7889 1.4434 1.8071  0.269
H2 0.7199 0.1846 -2.5889  0.309
H3 2.1588 -0.8620 -2.7621  0.347
H4 0.4702 -1.2579 -3.4808  0.329
H5 -0.4313 1.1084 0.5139  0.264
H6 1.3890 -2.0997 -1.0117  0.352
H7 -2.4616 1.9756 1.5052  0.324
H8 -0.2321 -1.9164 -1.3689  0.336
H9 0.2724 -0.1874 1.4340  0.180

Relative energies, in kJ/mol, with the most stable structure set to zero: version i 0.0; version ii 30.5.

Version i
The following is a quantum chemistry calculation of a structure of composition C2H10O2S, from OMol25.

Values from the calculation:
Charge ... 0
HOMO level ... -8.563 eV
Gap between HOMO and LUMO ... 0.1181 Ha

Each line ends with the Mulliken charge.
Element x y z (Å)
S1 -2.3335 -0.0362 0.8476  0.081
O1 2.6365 -0.0538 -1.5089  -0.666
O2 2.5000 -0.1196 0.8578  -0.709
C1 -0.1089 0.4500 -0.5751  -0.952
C2 -1.5502 0.0252 -0.7808  -0.217
H1 3.4591 -0.1598 1.1756  0.244
H2 -0.2326 1.4788 -0.0910  0.300
H3 -1.9869 0.8693 -1.4607  0.313
H4 0.2299 -1.0496 2.6420  0.096
H5 -1.6012 -0.8753 -1.4671  0.328
H6 0.5517 0.4787 -1.5294  0.362
H7 3.4358 -0.2742 -1.8576  0.232
H8 2.5067 -0.0640 -0.3653  0.442
H9 0.3520 -0.1592 0.1961  0.238
H10 -0.5169 -1.1303 2.5410  -0.093

Version ii
The following is a quantum chemistry calculation of a cluster of 3 separate species, C2H10O2S in total, from OMol25.

Values from the calculation:
Charge ... 0
HOMO level ... -9.084 eV
Gap between HOMO and LUMO ... 0.3548 Ha

Each line ends with the Mulliken charge.
Element x y z (Å)
S1 0.1908 -1.2287 0.5196  -0.267
O1 3.1832 3.7176 -5.0500  -0.652
O2 -6.2253 -1.3617 1.0787  -0.631
C1 1.0425 -0.6647 2.0337  -0.273
C2 2.1107 0.2703 1.4857  -1.310
H1 -6.2451 -0.9210 0.2603  0.308
H2 0.3229 -0.1663 2.6951  0.296
H3 2.8680 0.4560 2.3015  0.276
H4 2.9192 2.9234 -5.6556  0.335
H5 1.6926 1.1518 1.2224  0.416
H6 1.4481 -1.5221 2.5137  0.303
H7 -1.0376 -1.6035 0.9650  0.115
H8 2.6754 0.0698 0.6522  0.445
H9 3.4265 3.4399 -4.1815  0.317
H10 -5.7053 -0.6499 1.5670  0.323

Version iii
The following is a quantum chemistry calculation of a cluster of 3 separate species, C2H10O2S in total, from OMol25.

Values from the calculation:
Charge ... 0
HOMO level ... -8.545 eV
Gap between HOMO and LUMO ... 0.3250 Ha

Each line ends with the Mulliken charge.
Element x y z (Å)
S1 2.0335 -1.3401 0.7311  -0.069
O1 -3.8850 -0.1400 -1.0162  -0.641
O2 -1.7705 2.5629 -0.9516  -0.626
C1 1.2327 0.1415 1.6350  -0.900
C2 1.4615 -0.7119 -0.8774  -0.730
H1 -0.9949 3.1970 -1.2659  0.314
H2 -3.6765 0.7890 -0.7913  0.316
H3 1.3845 -0.0772 2.7304  0.301
H4 1.6263 0.9181 1.2557  0.333
H5 -3.9950 -0.5483 -0.1294  0.317
H6 0.1744 -0.0060 1.5666  0.294
H7 2.1152 0.0872 -1.2237  0.267
H8 -1.9741 3.1203 -0.1526  0.319
H9 1.4794 -1.5128 -1.7211  0.284
H10 0.4032 -0.4861 -0.7699  0.223

Relative energies, in kJ/mol, with the most stable structure set to zero: version i 693.5; version ii 0.0; version iii 31.0.

Version i
The following is a quantum chemistry calculation of a cluster of 2 separate species, C3H6O2PS in total, from OMol25.

Values from the calculation:
Charge ... -1
HOMO level ... -2.056 eV
Gap between HOMO and LUMO ... 0.1912 Ha

Each line ends with the Mulliken charge.
Element x y z (Å)
S1 4.6651 0.7224 0.4805  -0.310
P1 1.0237 -0.2458 0.2577  0.096
O1 4.4141 -1.3746 -1.2088  -0.331
O2 1.6930 -0.6772 1.5163  -0.548
C1 0.2329 -1.7057 -0.5989  -1.043
C2 4.4608 -0.4546 -0.4955  0.573
C3 -0.5965 0.7068 0.8856  -1.126
H1 0.9467 -2.4182 -0.9959  0.282
H2 0.0989 1.5633 1.1052  0.208
H3 -0.7669 0.3826 1.9447  0.247
H4 -0.2837 -2.1879 0.3268  0.194
H5 -0.4023 -1.4173 -1.3734  0.358
H6 -1.4679 0.8882 0.3398  0.400

Version ii
The following is a quantum chemistry calculation of a cluster of 2 separate species, C3H6O2PS in total, from OMol25.

Values from the calculation:
Charge ... -1
HOMO level ... -4.284 eV
Gap between HOMO and LUMO ... 0.2894 Ha

Each line ends with the Mulliken charge.
Element x y z (Å)
S1 2.9789 2.3241 1.9918  -0.502
P1 3.1740 0.3722 1.6562  0.584
O1 4.0064 -0.4683 2.5257  -0.610
O2 3.6572 0.1188 0.1088  -0.464
C1 0.8389 -0.5483 1.0222  -0.570
C2 -1.2219 -0.1011 -0.2783  -1.088
C3 0.2810 0.0788 0.0049  0.056
H1 -1.1654 -1.1443 -0.7658  0.245
H2 0.7159 0.8440 -0.6484  0.192
H3 -1.5138 0.5691 -1.1514  0.273
H4 2.8188 0.4512 -0.3607  0.333
H5 0.1970 -1.2856 1.6073  0.220
H6 -1.8215 -0.0030 0.6135  0.330

Relative energies, in kJ/mol, with the most stable structure set to zero: version i 21.6; version ii 0.0.